Entry 1:
{"formula": "C5H15IMnN2O2", "method": "wB97M-V/def2-TZVPD", "s_squared": 4.194, "spin_multiplicity": 4, "homo_ha": [-0.6639, -0.6640], "lumo_ha": [-0.35458, -0.42729], "total_charge": 2, "species": ["I", "Mn", "O", "O", "N", "N", "C", "C", "C", "C", "C", "H", "H", "H", "H", "H", "H", "H", "H", "H", "H", "H", "H", "H", "H", "H"], "positions_angstrom": [[0.893473, -2.939738, -0.645866], [0.203495, -0.410410, -1.251814], [-1.698510, -0.675282, 0.603939], [-1.924878, -0.508341, 2.843690], [0.092514, -0.030382, 1.924360], [1.002496, -0.001207, 0.778576], [1.025540, 0.503731, -2.933702], [-0.357676, 1.537306, -0.771011], [-1.240272, -0.265126, 4.105405], [0.219063, -0.850044, -3.237231], [-1.196351, -0.430549, 1.719342], [-0.725816, 0.708292, 4.135834], [-0.101134, -0.749084, -4.283549], [1.892162, 0.449630, -3.597607], [-0.771041, -0.947880, -2.734814], [0.528450, -0.179831, 2.831031], [-0.544667, -1.082988, 4.352895], [1.511176, 0.882795, 0.862602], [1.516609, 0.691864, -1.947527], [-0.684389, 2.075927, -1.671067], [-2.051859, -0.259805, 4.837727], [0.564458, 2.012868, -0.406382], [1.715754, -0.730506, 0.916190], [0.817863, -1.768252, -3.180978], [0.442162, 1.359572, -3.251583], [-1.128630, 1.607430, 0.001530]], "atomic_forces_ev_per_a": [[-0.05, -0.89, 0.29], [-1.45, 1.14, 5.10], [1.75, 0.28, 0.79], [1.25, 0.14, -1.24], [1.21, -0.11, -1.51], [0.10, -0.64, 0.96], [0.10, -1.05, -2.61], [-0.24, 1.52, -0.06], [-0.51, 0.03, 0.64], [0.98, 1.27, -2.02], [-1.71, -0.60, 0.03], [-0.36, -0.26, -0.15], [-0.08, -0.13, 0.30], [0.17, 0.07, 0.29], [-0.31, -0.12, 0.05], [0.00, 0.15, -0.38], [-0.29, 0.14, -0.19], [-0.21, -0.13, -0.12], [-0.01, -0.19, 0.15], [-0.04, -0.51, 0.12], [0.31, -0.01, -0.11], [-0.31, -0.09, -0.35], [-0.27, 0.22, 0.15], [-0.19, 0.31, -0.04], [0.01, 0.03, 0.19], [0.14, -0.55, -0.25]], "lowdin_spin": [0.928, 2.376, 0.006, 0.001, -0.005, -0.031, 0.003, -0.303, 0.000, 0.025, 0.004, 0.000, 0.008, -0.008, -0.001, -0.001, 0.000, 0.001, -0.008, -0.012, 0.000, -0.008, 0.004, 0.027, 0.004, -0.012]}


Entry 2:
{"formula": "C6H11N", "method": "wB97M-V/def2-TZVPD", "smiles": "C=C/C(C)=N/CC", "homo_ha": -0.3475, "lumo_ha": 0.03701, "species": ["N", "C", "C", "C", "C", "C", "C", "H", "H", "H", "H", "H", "H", "H", "H", "H", "H", "H"], "positions_angstrom": [[-0.319298, -0.667027, 0.337709], [0.646330, 0.169077, 0.297598], [-2.645779, -1.262699, -0.151871], [3.042313, -0.238989, -0.383816], [-1.714168, -0.092101, 0.094109], [0.585285, 1.651766, 0.043414], [2.049682, -0.475583, 0.479112], [-2.038516, 0.468664, 0.975708], [-1.729163, 0.569042, -0.778084], [2.910084, 0.390558, -1.257702], [-2.655778, -1.943162, 0.705329], [-3.668720, -0.912864, -0.325270], [1.537798, 2.128663, 0.290124], [0.361683, 1.836105, -1.010295], [-2.328021, -1.835969, -1.029168], [4.003074, -0.732083, -0.268473], [2.153679, -1.158438, 1.314841], [-0.190485, 2.105038, 0.666735]], "atomic_forces_ev_per_a": [[-0.94, 1.71, -0.17], [1.17, -1.67, 0.20], [-0.27, -0.11, -0.02], [-0.35, -0.40, 0.55], [1.17, -1.05, 0.12], [0.05, -0.01, 0.18], [-0.85, 1.06, -0.74], [0.12, 0.06, -0.04], [0.14, 0.08, 0.12], [0.02, 0.09, 0.14], [0.04, 0.12, -0.11], [0.08, -0.05, 0.01], [-0.16, -0.13, -0.11], [-0.08, 0.12, 0.07], [-0.01, 0.11, 0.14], [-0.10, 0.08, -0.06], [0.01, -0.01, -0.09], [-0.02, 0.00, -0.21]], "nbo_charge": [-0.408, 0.270, -0.605, -0.393, -0.258, -0.706, -0.207, 0.191, 0.181, 0.193, 0.212, 0.202, 0.233, 0.234, 0.210, 0.203, 0.217, 0.232]}


| no. | strongest force on any atom (hartree/bohr) | E_tot (eV) |
| --- | --- | --- |
| 1 | 0.106 | -51902.2533 |
| 2 | 0.040 | -7889.2250 |